Density functional theory data (ωB97M-V with the def2-TZVPD basis set) for a cluster of 9 separate species, C26H57Cl2N7O10 in total at a distorted geometry.

Output
**HOMO-LUMO gap**: 9.18 eV
**Structure (SMILES)**: O=C1OCCO1.CNC(C)=O.CNC(C)=O.CNC(C)=O.CNC(C)=O.CNC(C)=O.CNC(C)=O.CNC(C)=O.ClCCCl
**Calculated total energy**: -3081.0922 Eh

Geometry as XYZ:
```
102
C26H57Cl2N7O10 ωB97M-V with the def2-TZVPD basis set
O 6.80 -0.91 -3.48
C 6.01 -0.07 -3.22
O 6.28 1.25 -3.13
C 5.09 1.99 -2.84
C 4.06 0.89 -2.56
O 4.71 -0.31 -2.95
H 5.29 2.66 -2.01
H 4.82 2.56 -3.73
H 3.13 1.04 -3.10
H 3.78 0.89 -1.50
C 0.04 -3.85 -4.31
N 0.23 -2.49 -4.78
C 0.59 -1.46 -3.96
C 0.89 -0.19 -4.71
O 0.61 -1.60 -2.75
H -1.00 -4.15 -4.39
H 0.41 -3.91 -3.29
H 0.68 -4.55 -4.86
H 0.16 -2.36 -5.78
H 1.95 -0.32 -4.96
H 0.75 0.67 -4.07
H 0.32 -0.07 -5.63
C -3.30 5.05 6.91
N -2.66 3.95 6.20
C -2.25 4.01 4.90
C -1.48 2.79 4.43
O -2.45 4.97 4.20
H -3.74 4.68 7.82
H -4.08 5.49 6.29
H -2.54 5.81 7.12
H -2.67 3.05 6.64
H -1.02 2.99 3.47
H -2.22 2.02 4.18
H -0.77 2.47 5.18
C -0.77 -2.97 -0.31
N -0.85 -4.06 0.65
C -0.04 -4.04 1.74
C -0.30 -5.09 2.78
O 0.82 -3.18 1.88
H -1.66 -2.98 -0.94
H 0.13 -3.02 -0.91
H -0.74 -1.99 0.18
H -1.75 -4.49 0.75
H -0.35 -6.09 2.35
H -1.22 -4.99 3.36
H 0.52 -5.10 3.50
C -2.50 0.16 -3.66
N -2.74 -0.84 -4.66
C -3.00 -0.58 -5.96
C -3.30 -1.79 -6.80
O -3.01 0.56 -6.40
H -1.71 0.83 -4.02
H -2.25 -0.22 -2.68
H -3.31 0.89 -3.58
H -2.66 -1.80 -4.37
H -2.79 -2.68 -6.46
H -2.99 -1.56 -7.82
H -4.39 -1.89 -6.82
C -5.39 1.45 -0.69
N -5.36 0.18 -1.38
C -4.90 -0.94 -0.76
C -4.91 -2.21 -1.59
O -4.57 -0.95 0.40
H -6.11 1.44 0.13
H -5.60 2.25 -1.40
H -4.41 1.67 -0.26
H -5.73 0.14 -2.31
H -3.88 -2.52 -1.74
H -5.36 -2.11 -2.58
H -5.43 -3.02 -1.08
C 1.71 3.32 3.95
N 2.96 3.61 3.29
C 3.15 3.43 1.96
C 4.44 3.96 1.40
O 2.33 2.87 1.25
H 1.95 2.89 4.93
H 1.21 2.56 3.36
H 1.04 4.16 4.14
H 3.69 4.07 3.81
H 5.24 3.92 2.14
H 4.31 4.99 1.06
H 4.73 3.38 0.53
C 2.51 -0.05 3.27
N 2.67 -1.48 3.40
C 3.74 -2.07 3.99
C 3.78 -3.58 3.94
O 4.65 -1.42 4.48
H 3.48 0.45 3.19
H 1.94 0.30 4.13
H 1.99 0.18 2.34
H 1.86 -2.04 3.19
H 3.41 -3.96 2.98
H 3.20 -4.00 4.76
H 4.82 -3.87 4.06
Cl -1.88 1.01 0.51
C -0.15 0.80 0.78
C 0.62 0.74 -0.50
Cl 0.53 2.31 -1.39
H 0.02 -0.15 1.28
H 0.21 1.62 1.40
H 0.22 0.02 -1.19
H 1.68 0.56 -0.32
```

Löwdin atomic charge list, values in e, 8 entries: O 0.166; C -0.571; O 0.062; C -0.096; C -0.122; O 0.067; H 0.119; H 0.129


Density functional theory data (ωB97M-V with the def2-TZVPD basis set) for a structure of composition C26H57F3O11S5SiTa at a distorted geometry.

Output
**Net charge**: -1
**HOMO-LUMO gap**: 5.86 eV
**Energy relative to the best compared isomer or geometry (same formula, charge and spin)**: 0.0 kcal per mole
**Calculated total energy**: -4489.3498 Eh

Geometry as XYZ:
```
104
C26H57F3O11S5SiTa ωB97M-V with the def2-TZVPD basis set
C 4.10 1.75 4.83
Si 2.56 0.83 4.12
C 2.81 0.94 2.23
C 2.78 -0.98 4.71
Ta 0.30 2.02 5.01
C -1.06 1.00 3.50
C -1.44 -0.43 3.81
O -0.29 -1.28 3.78
C -2.44 -1.03 2.78
F -3.64 -1.29 3.37
F -2.04 -2.19 2.23
F -2.73 -0.21 1.74
H 4.73 1.08 5.40
H 4.69 2.18 4.02
H 3.77 2.56 5.47
H 2.88 2.01 2.02
H 1.97 0.53 1.67
H 3.76 0.48 1.93
H 2.55 -1.65 3.89
H 3.78 -1.18 5.09
H 2.03 -1.18 5.48
H 0.02 0.67 6.26
H 1.38 2.95 6.21
H 0.69 3.29 3.71
H -1.09 3.14 5.57
H -1.98 1.60 3.47
H -0.60 1.08 2.51
H -1.96 -0.51 4.76
H -0.13 -1.57 4.68
C 0.01 1.31 -2.61
C 1.42 1.20 -2.00
C 1.65 2.46 -1.16
S 0.03 3.01 -0.60
O -0.27 4.29 -1.20
O -0.09 2.79 0.81
C -0.90 1.74 -1.47
H -0.32 0.36 -3.04
H 0.00 2.06 -3.40
H 1.47 0.32 -1.35
H 2.18 1.09 -2.76
H 2.27 2.27 -0.28
H 2.08 3.27 -1.75
H -1.85 2.16 -1.79
H -1.08 0.93 -0.76
C 0.20 -0.12 11.38
C -1.18 0.35 11.84
C -1.78 1.20 10.72
S -1.05 0.59 9.18
O -0.23 1.62 8.62
O -2.07 -0.08 8.41
C 0.01 -0.63 9.95
H 0.61 -0.89 12.03
H 0.90 0.72 11.38
H -1.82 -0.51 12.03
H -1.12 0.92 12.77
H -2.86 1.11 10.65
H -1.50 2.25 10.81
H 0.93 -0.70 9.38
H -0.51 -1.58 9.94
C -4.12 0.69 -3.93
C -4.40 1.80 -4.96
C -3.44 1.57 -6.13
S -3.09 -0.20 -6.16
O -1.69 -0.39 -5.88
O -3.69 -0.80 -7.33
C -4.05 -0.61 -4.71
H -4.90 0.65 -3.16
H -3.17 0.88 -3.43
H -5.43 1.72 -5.30
H -4.27 2.79 -4.53
H -3.87 1.85 -7.09
H -2.49 2.09 -5.99
H -3.55 -1.42 -4.18
H -5.03 -0.93 -5.06
C 0.83 -3.65 -2.11
C 0.39 -5.00 -2.71
C -0.69 -4.71 -3.76
S -0.35 -3.05 -4.38
O -1.42 -2.16 -4.00
O 0.10 -3.12 -5.74
C 1.05 -2.72 -3.30
H 1.74 -3.75 -1.52
H 0.05 -3.26 -1.47
H 1.25 -5.48 -3.19
H 0.02 -5.67 -1.94
H -0.66 -5.40 -4.59
H -1.68 -4.69 -3.32
H 1.05 -1.67 -3.04
H 1.95 -2.98 -3.86
C 1.16 0.71 -8.12
C 2.40 1.02 -8.97
C 3.57 0.21 -8.40
S 2.83 -1.24 -7.63
O 3.07 -1.17 -6.20
O 3.19 -2.42 -8.37
C 1.12 -0.80 -7.94
H 0.24 1.08 -8.58
H 1.26 1.19 -7.14
H 2.21 0.71 -10.01
H 2.63 2.09 -8.99
H 4.27 -0.12 -9.16
H 4.09 0.76 -7.62
H 0.51 -1.14 -7.12
H 0.83 -1.30 -8.86
```

Löwdin atomic charge list, values in e, 8 entries: C -0.271; Si 0.331; C -0.276; C -0.264; Ta 1.164; C -0.379; C -0.397; O -0.060


> Which of these has the highest HOMO-LUMO gap?

C26H57Cl2N7O10


> Which of these has the lowest calculated total energy?

C26H57F3O11S5SiTa


> Number 2 is which compound?

C26H57F3O11S5SiTa


> Which formula does entry 1 have?

C26H57Cl2N7O10